1.
{
  "formula": "C5H12O2",
  "method": "ωB97M-V/def2-TZVPD",
  "species": ["C", "C", "C", "C", "C", "H", "H", "H", "H", "H", "H", "H", "H", "O", "H", "H", "O", "H", "H"],
  "xyz": [[-1.371, -1.351, -1.150], [-0.143, -1.593, -0.682], [0.334, -1.333, 0.692], [-0.568, -1.279, 1.672], [1.824, -1.342, 0.931], [-2.053, -0.792, -0.518], [-1.722, -2.046, -1.893], [0.414, -2.316, -1.279], [-0.263, -0.968, 2.663], [-1.582, -1.613, 1.533], [2.119, -2.247, 1.454], [2.361, -1.224, -0.007], [2.103, -0.475, 1.531], [0.443, 1.795, -0.098], [-0.424, 2.194, -0.252], [0.153, 0.872, -0.022], [-0.322, 4.804, -1.677], [-1.264, 4.952, -1.593], [-0.040, 3.964, -1.306]],
  "lowdin_charge": [0.0100, -0.1692, -0.4003, 0.0559, -0.0570, 0.0571, 0.0576, 0.1050, 0.0720, 0.0639, 0.0825, 0.0761, 0.0827, -0.0522, 0.0313, -0.0022, -0.0476, 0.0311, 0.0033],
  "orbital_gap_ev": 9.723,
  "lumo_energy_ev": 0.4,
  "spin_multiplicity": 1,
  "smiles": "C=CC(=C)C.O.O",
  "e_tot_ha": -348.1173,
  "relative_energy_kcal_mol": 54.9
}

2.
{
  "formula": "C5H12O2",
  "method": "ωB97M-V/def2-TZVPD",
  "species": ["C", "C", "C", "C", "C", "O", "H", "H", "H", "H", "H", "H", "H", "H", "H", "H", "O", "H", "H"],
  "xyz": [[1.811, 0.107, 1.112], [0.757, 1.158, 0.997], [0.056, 1.129, -0.329], [-1.098, 0.301, -0.489], [-1.342, -0.235, -1.864], [-1.748, -0.099, 0.483], [1.387, -0.879, 0.976], [2.574, 0.241, 0.345], [2.276, 0.133, 2.095], [0.033, 1.064, 1.809], [1.221, 2.135, 1.099], [0.738, 1.096, -1.184], [-0.683, 2.144, -0.471], [-0.747, -1.120, -1.993], [-2.365, -0.527, -1.957], [-1.090, 0.431, -2.675], [-0.476, -2.530, 0.336], [-0.102, -2.666, 1.217], [-1.200, -1.883, 0.494]],
  "lowdin_charge": [-0.1010, -0.2652, -0.1581, -0.5031, -0.0059, 0.0235, 0.0544, 0.0806, 0.0776, 0.1142, 0.1061, 0.1274, 0.2168, 0.0899, 0.0828, 0.0826, -0.0769, 0.0377, 0.0167],
  "orbital_gap_ev": 10.747,
  "lumo_energy_ev": 0.8,
  "spin_multiplicity": 1,
  "smiles": "CCCC(C)=O.O",
  "e_tot_ha": -348.1670,
  "relative_energy_kcal_mol": 23.8
}

3.
{
  "formula": "C5H12O2",
  "method": "ωB97M-V/def2-TZVPD",
  "species": ["C", "C", "C", "O", "C", "C", "H", "H", "H", "H", "H", "H", "H", "H", "H", "H", "O", "H", "H"],
  "xyz": [[-2.623, -0.711, -0.845], [-1.191, -1.185, -0.626], [-0.263, -0.085, -0.152], [-0.698, 0.899, 0.424], [1.220, -0.290, -0.392], [2.060, 0.983, -0.282], [-3.052, -0.305, 0.075], [-2.671, 0.079, -1.602], [-3.239, -1.548, -1.181], [-1.163, -1.989, 0.127], [-0.762, -1.627, -1.533], [1.375, -0.795, -1.354], [1.539, -1.018, 0.367], [1.535, 1.849, -0.698], [2.289, 1.200, 0.763], [2.998, 0.856, -0.829], [0.984, 0.894, 2.773], [0.304, 1.018, 2.092], [1.359, 1.776, 2.873]],
  "lowdin_charge": [-0.0998, -0.1836, -0.3968, 0.0589, -0.1778, -0.0948, 0.0765, 0.0804, 0.0720, 0.1312, 0.1116, 0.1121, 0.1314, 0.0808, 0.0547, 0.0728, -0.0682, -0.0005, 0.0392],
  "orbital_gap_ev": 10.768,
  "lumo_energy_ev": 0.8,
  "spin_multiplicity": 1,
  "smiles": "CCC(=O)CC.O",
  "e_tot_ha": -348.1914,
  "relative_energy_kcal_mol": 8.4
}

4.
{
  "formula": "C5H12O2",
  "method": "ωB97M-V/def2-TZVPD",
  "species": ["C", "C", "C", "C", "C", "H", "H", "H", "H", "H", "H", "H", "H", "O", "H", "H", "O", "H", "H"],
  "xyz": [[-2.014, -1.759, -1.631], [-1.524, -0.467, -1.370], [-0.077, -0.060, -1.497], [0.259, 1.177, -1.059], [1.140, 2.288, -1.756], [-3.101, -1.690, -1.463], [-1.355, -2.629, -1.949], [-2.313, 0.208, -1.010], [0.803, -0.659, -1.954], [-0.673, 1.768, -0.871], [1.312, 3.419, -1.408], [2.123, 1.800, -1.990], [0.472, 2.467, -2.648], [1.586, -0.192, 4.015], [1.634, -0.376, 4.896], [0.918, -0.767, 3.625], [0.125, -1.002, 1.636], [-0.801, -0.782, 1.422], [0.589, -0.277, 2.019]],
  "lowdin_charge": [0.0012, -0.2005, -0.1610, -0.1863, -0.1188, 0.0440, 0.0785, 0.0919, 0.1396, 0.0873, 0.1025, 0.0624, 0.0745, -0.0138, -0.0159, 0.0156, -0.0500, 0.0530, -0.0039],
  "orbital_gap_ev": 9.155,
  "lumo_energy_ev": 0.6,
  "spin_multiplicity": 1,
  "smiles": "C=C/C=C/C.O.O",
  "e_tot_ha": -348.0547,
  "relative_energy_kcal_mol": 94.2
}

5.
{
  "formula": "C5H12O2",
  "method": "ωB97M-V/def2-TZVPD",
  "species": ["C", "C", "C", "C", "C", "H", "H", "H", "H", "H", "H", "H", "H", "O", "H", "H", "O", "H", "H"],
  "xyz": [[0.863, -2.182, 1.046], [0.046, -2.439, 0.033], [-0.047, -1.743, -1.243], [0.363, -0.523, -1.605], [-0.363, 0.212, -2.700], [1.100, -2.848, 1.875], [1.418, -1.283, 1.313], [-0.668, -3.246, 0.170], [-0.446, -2.342, -2.062], [0.894, 0.074, -0.877], [0.208, 0.266, -3.635], [-1.280, -0.292, -3.002], [-0.616, 1.231, -2.466], [0.197, 3.554, 1.463], [-0.239, 4.386, 1.684], [0.886, 3.481, 2.135], [-0.581, 0.997, 2.881], [-0.237, 1.639, 2.257], [-1.497, 1.058, 2.734]],
  "lowdin_charge": [-0.0034, -0.1864, -0.1496, -0.1440, -0.1133, 0.0504, 0.0559, 0.0928, 0.1035, 0.0950, 0.0683, 0.0679, 0.0627, -0.0534, 0.0500, 0.0494, -0.0407, -0.0114, 0.0064],
  "orbital_gap_ev": 8.778,
  "lumo_energy_ev": 0.6,
  "spin_multiplicity": 1,
  "smiles": "C=C/C=C/C.O.O",
  "e_tot_ha": -348.1068,
  "relative_energy_kcal_mol": 61.5
}

6.
{
  "formula": "C5H12O2",
  "method": "ωB97M-V/def2-TZVPD",
  "species": ["C", "C", "C", "C", "C", "H", "H", "H", "H", "H", "H", "H", "H", "O", "H", "H", "O", "H", "H"],
  "xyz": [[0.143, 2.427, -1.911], [-1.028, 1.769, -2.048], [-1.058, 0.335, -1.802], [-1.915, -0.624, -1.464], [-1.699, -2.087, -1.818], [0.186, 3.446, -2.278], [1.101, 2.079, -1.536], [-1.915, 2.387, -1.949], [-0.027, -0.051, -1.921], [-2.856, -0.315, -1.003], [-1.411, -2.601, -0.893], [-0.925, -2.193, -2.573], [-2.671, -2.456, -2.152], [4.027, -0.445, 4.523], [3.217, -0.936, 4.323], [3.786, 0.283, 5.074], [0.342, -0.702, 2.433], [0.103, -0.070, 1.734], [0.390, -1.570, 2.053]],
  "lowdin_charge": [-0.0010, -0.1787, -0.1805, -0.1691, -0.0960, 0.0475, 0.0604, 0.1005, 0.1103, 0.1010, 0.0674, 0.0716, 0.0718, -0.0537, 0.0349, 0.0149, -0.0562, 0.0383, 0.0167],
  "orbital_gap_ev": 9.214,
  "lumo_energy_ev": 0.6,
  "spin_multiplicity": 1,
  "smiles": "C=C/C=C/C.O.O",
  "e_tot_ha": -348.1026,
  "relative_energy_kcal_mol": 64.1
}

7.
{
  "formula": "C5H12O2",
  "method": "ωB97M-V/def2-TZVPD",
  "species": ["C", "O", "C", "C", "C", "C", "O", "H", "H", "H", "H", "H", "H", "H", "H", "H", "H", "H", "H"],
  "xyz": [[-1.720, -0.348, 1.523], [-0.450, -0.498, 0.928], [-0.188, 0.366, -0.177], [-0.496, 1.834, 0.123], [1.275, 0.132, -0.557], [1.509, -1.187, -1.288], [1.348, -2.322, -0.469], [-2.522, -0.285, 0.774], [-1.769, 0.549, 2.156], [-1.885, -1.227, 2.150], [-0.829, 0.047, -1.020], [-0.126, 2.119, 1.113], [-1.570, 2.041, 0.079], [-0.010, 2.473, -0.620], [1.879, 0.155, 0.358], [1.612, 0.954, -1.200], [0.836, -1.229, -2.165], [2.534, -1.218, -1.675], [0.579, -2.155, 0.095]],
  "lowdin_charge": [-0.1027, -0.1875, -0.4115, -0.0513, -0.1378, -0.2742, -0.0621, 0.0954, 0.0867, 0.0921, 0.1492, 0.0917, 0.0770, 0.0808, 0.1330, 0.1182, 0.1162, 0.1164, 0.0703],
  "orbital_gap_ev": 10.926,
  "lumo_energy_ev": 1.0,
  "spin_multiplicity": 1,
  "smiles": "CO[C@@H](C)CCO",
  "e_tot_ha": -348.1631,
  "relative_energy_kcal_mol": 26.2
}

8.
{
  "formula": "C5H12O2",
  "method": "ωB97M-V/def2-TZVPD",
  "species": ["C", "O", "C", "C", "C", "C", "O", "H", "H", "H", "H", "H", "H", "H", "H", "H", "H", "H", "H"],
  "xyz": [[-1.971, -0.356, 1.364], [-0.527, -0.568, 0.731], [-0.184, 0.425, -0.229], [-0.323, 1.881, 0.236], [1.236, 0.112, -0.685], [1.433, -1.347, -1.099], [1.517, -2.233, -0.007], [-2.627, 0.113, 0.600], [-1.042, 0.077, 1.911], [-2.378, -1.371, 1.513], [-0.888, 0.243, -1.050], [0.393, 2.118, 1.033], [-1.331, 2.101, 0.599], [-0.116, 2.552, -0.608], [1.949, 0.347, 0.117], [1.466, 0.772, -1.532], [0.626, -1.637, -1.796], [2.378, -1.444, -1.643], [0.731, -2.065, 0.535]],
  "lowdin_charge": [0.0289, -0.2681, -0.4428, -0.0526, -0.1400, -0.2703, -0.0706, 0.0751, 0.1265, 0.0704, 0.1438, 0.0894, 0.0674, 0.0869, 0.1298, 0.1236, 0.1201, 0.1160, 0.0664],
  "orbital_gap_ev": 10.445,
  "lumo_energy_ev": 1.0,
  "spin_multiplicity": 1,
  "smiles": "CO[C@@H](C)CCO",
  "e_tot_ha": -348.0713,
  "relative_energy_kcal_mol": 83.8
}

9.
{
  "formula": "C5H12O2",
  "method": "ωB97M-V/def2-TZVPD",
  "species": ["C", "C", "C", "O", "C", "C", "O", "H", "H", "H", "H", "H", "H", "H", "H", "H", "H", "H", "H"],
  "xyz": [[-2.442, -0.520, 1.009], [-1.204, -0.886, 0.199], [-0.432, 0.341, -0.290], [-0.084, 1.191, 0.790], [0.798, -0.082, -1.140], [2.084, 0.612, -0.733], [2.418, 0.140, 0.576], [-2.969, -1.414, 1.360], [-2.160, 0.083, 1.877], [-3.145, 0.071, 0.408], [-1.479, -1.499, -0.671], [-0.522, -1.498, 0.808], [-1.105, 0.949, -0.909], [0.704, 0.797, 1.200], [0.611, 0.117, -2.202], [0.967, -1.162, -1.045], [1.945, 1.700, -0.724], [2.888, 0.365, -1.440], [3.125, 0.695, 0.926]],
  "lowdin_charge": [-0.1074, -0.2251, -0.3960, -0.0498, -0.1298, -0.2525, -0.0789, 0.0688, 0.0704, 0.0754, 0.1153, 0.1184, 0.1437, 0.0730, 0.1190, 0.1157, 0.1231, 0.1172, 0.0996],
  "orbital_gap_ev": 10.663,
  "lumo_energy_ev": 0.8,
  "spin_multiplicity": 1,
  "smiles": "CC[C@@H](O)CCO",
  "e_tot_ha": -348.1762,
  "relative_energy_kcal_mol": 17.9
}

10.
{
  "formula": "C5H12O3",
  "method": "ωB97M-V/def2-TZVPD",
  "species": ["C", "C", "C", "C", "C", "O", "O", "H", "H", "H", "H", "H", "H", "H", "H", "H", "H", "O", "H", "H"],
  "xyz": [[-0.942, 0.812, -1.248], [0.528, 0.541, -1.492], [0.721, -0.212, -2.824], [1.187, -0.417, -0.420], [0.767, 0.065, 0.934], [-0.316, -0.081, 1.467], [1.656, 0.801, 1.620], [-1.424, 1.328, -2.073], [-1.645, -0.035, -1.218], [-1.212, 1.267, -0.304], [1.059, 1.476, -1.433], [1.717, -0.198, -3.232], [0.335, -1.206, -2.778], [-0.056, 0.131, -3.563], [2.282, -0.373, -0.588], [0.825, -1.456, -0.561], [1.616, 0.844, 2.586], [-2.770, -1.331, 2.105], [-2.979, -1.970, 1.421], [-2.266, -0.631, 1.681]],
  "lowdin_charge": [-0.0907, -0.3747, -0.0806, -0.0666, -0.5080, 0.0687, 0.1033, 0.0767, 0.0907, 0.0705, 0.1312, 0.0734, 0.0639, 0.0908, 0.1334, 0.1381, 0.1328, -0.0663, 0.0248, -0.0115],
  "orbital_gap_ev": 11.163,
  "lumo_energy_ev": 0.7,
  "spin_multiplicity": 1,
  "smiles": "CC(C)CC(=O)O.O",
  "e_tot_ha": -423.4249,
  "relative_energy_kcal_mol": 18.2
}